# C4H6N2O

A cluster of 2 separate species, C4H6N2O in total (wB97M-V/def2-TZVPD, the OMol25 dataset).

XYZ file:
```
13
Properties=species:S:1:pos:R:3:mulliken_charge:R:1
C 1.4391 -2.5930 0.1347 -0.179
O 1.8348 -1.8824 1.0234 -0.374
C -0.0067 0.2662 -0.6129 -0.422
N -1.2346 0.3871 -1.0950 -0.781
N -1.7673 1.3857 -0.3799 0.282
C -0.9157 1.9018 0.5378 -0.408
C 0.2541 1.1880 0.4223 -0.266
H 2.1317 -3.0664 -0.5896 0.256
H 0.3629 -2.8036 -0.0207 0.306
H 0.6609 -0.4729 -1.0322 0.599
H -2.7147 1.6674 -0.5704 0.218
H -1.2039 2.7209 1.1816 0.416
H 1.1593 1.3011 1.0008 0.352
```

For the LUMO energy, the calculation gives 0.81 eV. The SMILES is c1cn[nH]c1.C=O. The value obtained for the gap between HOMO and LUMO is 0.3754 hartree. Its energy above the lowest of the compared OMol25 structures with the same formula, charge and spin is 203.8 kJ/mol. Its charge is 0.